(1)
A cluster of 14 separate species, C63H151F3N10O27S in total in a non-equilibrium geometry. Source: OMol25; level of theory: ωB97M-V/def2-TZVPD.

Computed properties:
- LUMO energy: -9.41 eV
- Kohn-Sham gap: 0.04713 Eh
- DFT total energy: -156906.7742 eV

The geometry in ORCA input format:
```
! wB97M-V def2-TZVPD RIJCOSX def2/J DEFGRID3
* xyz 4 1
C -1.388 -3.187 -2.588
O -0.785 -4.052 -3.593
C 0.585 -3.719 -3.781
C 1.366 -4.599 -4.816
N 0.848 -5.991 -4.806
H 0.921 -6.415 -3.873
H -0.185 -5.939 -4.946
C 1.399 -6.957 -5.829
C 0.434 -8.153 -5.950
O -0.950 -7.751 -5.953
C -1.829 -8.635 -6.722
H -2.394 -3.553 -2.438
H -1.407 -2.148 -2.929
H -0.815 -3.260 -1.649
H 1.090 -3.733 -2.796
H 0.660 -2.687 -4.183
H 2.446 -4.624 -4.644
H 1.205 -4.221 -5.823
H 2.381 -7.287 -5.484
H 1.489 -6.382 -6.750
H 0.567 -8.824 -5.086
H 0.694 -8.688 -6.870
H -1.531 -9.665 -6.507
H -1.784 -8.323 -7.782
H -2.840 -8.474 -6.350
C 3.755 1.199 3.946
O 2.737 1.262 4.926
C 2.050 2.472 5.103
C 1.225 2.475 6.375
N 0.036 1.499 6.387
H -0.465 1.606 7.280
H -0.672 1.721 5.602
C 0.327 -0.006 6.244
C 1.119 -0.569 7.434
O 0.466 -0.235 8.639
C 0.646 -1.207 9.712
H 4.685 1.688 4.274
H 3.452 1.667 2.994
H 3.937 0.135 3.794
H 1.406 2.675 4.222
H 2.721 3.351 5.216
H 0.777 3.469 6.495
H 1.816 2.258 7.265
H 0.857 -0.108 5.299
H -0.676 -0.449 6.192
H 2.161 -0.216 7.428
H 1.169 -1.658 7.259
H -0.084 -2.005 9.582
H 0.460 -0.672 10.639
H 1.676 -1.573 9.727
C -4.001 -6.276 2.639
O -3.983 -5.231 3.636
C -2.722 -4.692 4.065
C -2.986 -3.251 4.583
N -3.862 -2.541 3.553
H -3.627 -1.537 3.473
H -3.699 -2.994 2.585
C -5.384 -2.525 3.763
C -5.840 -1.574 4.875
O -5.909 -2.201 6.133
C -6.290 -1.288 7.160
H -3.463 -5.970 1.735
H -5.060 -6.453 2.427
H -3.569 -7.207 3.026
H -2.007 -4.636 3.228
H -2.301 -5.285 4.894
H -2.047 -2.699 4.669
H -3.511 -3.242 5.535
H -5.666 -3.557 3.951
H -5.788 -2.179 2.809
H -6.828 -1.188 4.563
H -5.150 -0.716 4.893
H -5.437 -0.641 7.421
H -6.600 -1.900 8.001
H -7.135 -0.662 6.839
C 2.319 0.387 -3.903
O 3.342 -0.284 -4.702
C 4.117 -1.244 -4.024
C 5.131 -1.838 -5.000
N 6.007 -0.723 -5.559
H 5.447 -0.010 -6.061
H 6.440 -0.280 -4.748
C 7.149 -1.258 -6.432
C 6.666 -1.534 -7.870
O 5.826 -0.527 -8.356
C 5.951 -0.206 -9.755
H 1.631 -0.326 -3.429
H 1.728 0.991 -4.585
H 2.774 1.008 -3.121
H 3.495 -2.052 -3.594
H 4.671 -0.795 -3.161
H 4.665 -2.374 -5.823
H 5.829 -2.529 -4.511
H 7.395 -2.231 -6.001
H 7.988 -0.553 -6.374
H 6.119 -2.487 -7.827
H 7.541 -1.714 -8.498
H 5.316 0.656 -9.923
H 5.636 -1.049 -10.381
H 6.976 0.084 -9.985
C -4.712 7.707 1.196
O -4.037 7.008 2.265
C -4.049 7.684 3.515
C -3.469 6.825 4.689
N -2.296 5.974 4.185
H -1.990 5.324 4.911
H -2.641 5.392 3.392
C -1.086 6.727 3.679
C -0.102 5.701 3.139
O -0.616 4.911 2.097
C 0.374 4.135 1.429
H -4.540 8.786 1.263
H -5.801 7.557 1.240
H -4.339 7.293 0.258
H -5.073 7.941 3.830
H -3.432 8.597 3.419
H -4.203 6.105 5.065
H -3.086 7.486 5.481
H -0.640 7.270 4.514
H -1.439 7.431 2.935
H 0.208 5.054 3.992
H 0.805 6.246 2.837
H -0.007 3.934 0.427
H 0.547 3.193 1.975
H 1.315 4.703 1.340
C -7.150 3.411 -6.872
O -6.235 4.367 -6.318
C -6.754 5.588 -5.904
C -5.949 6.260 -4.766
N -5.943 5.550 -3.359
H -5.021 5.922 -2.923
H -6.725 5.915 -2.816
C -5.922 4.024 -3.233
C -5.206 3.511 -1.950
O -5.425 4.324 -0.791
C -4.383 4.180 0.161
H -7.867 3.077 -6.108
H -6.553 2.547 -7.152
H -7.668 3.821 -7.750
H -7.812 5.530 -5.575
H -6.783 6.358 -6.709
H -6.478 7.203 -4.558
H -4.891 6.464 -4.983
H -5.391 3.642 -4.102
H -6.933 3.626 -3.317
H -4.116 3.497 -2.134
H -5.557 2.483 -1.763
H -4.501 4.948 0.925
H -3.399 4.313 -0.318
H -4.428 3.220 0.708
C -1.762 1.117 -3.147
O -1.577 0.592 -1.851
C -2.737 0.639 -1.058
C -2.243 0.433 0.361
N -1.473 -0.862 0.541
H -2.212 -1.693 0.589
H -0.849 -0.954 -0.264
C -0.642 -0.928 1.818
C 0.703 -0.152 1.723
O 1.103 0.038 0.339
C 2.259 0.854 0.254
H -0.806 1.022 -3.662
H -2.072 2.167 -3.110
H -2.528 0.576 -3.715
H -3.485 -0.106 -1.371
H -3.230 1.619 -1.126
H -3.088 0.382 1.039
H -1.558 1.246 0.629
H -0.440 -1.990 2.025
H -1.274 -0.511 2.608
H 1.462 -0.795 2.197
H 0.635 0.842 2.225
H 2.612 0.855 -0.781
H 3.036 0.475 0.957
H 2.012 1.903 0.484
C 6.154 -1.545 2.326
O 6.792 -0.343 1.873
C 8.042 -0.534 1.230
C 8.370 0.757 0.494
N 7.148 1.088 -0.402
H 6.962 0.310 -1.045
H 6.327 1.074 0.236
C 7.188 2.399 -1.126
C 5.811 2.558 -1.831
O 4.695 2.416 -0.975
C 4.532 3.577 -0.143
H 6.895 -2.244 2.735
H 5.618 -2.027 1.483
H 5.483 -1.278 3.137
H 7.959 -1.373 0.511
H 8.813 -0.802 1.959
H 9.258 0.705 -0.132
H 8.428 1.616 1.171
H 7.996 2.393 -1.860
H 7.400 3.159 -0.373
H 5.729 1.712 -2.539
H 5.772 3.535 -2.340
H 5.275 3.616 0.661
H 3.538 3.478 0.306
H 4.697 4.480 -0.752
C 2.720 -2.702 -0.328
C 3.312 -4.105 -0.522
N 4.758 -4.212 -0.145
C 5.782 -3.591 -0.836
C 6.952 -3.915 -0.242
N 6.634 -4.758 0.796
C 5.305 -4.878 0.865
C 7.586 -5.215 1.844
H 2.917 -2.364 0.700
H 1.631 -2.745 -0.397
H 3.067 -1.934 -1.027
H 3.222 -4.488 -1.542
H 2.756 -4.756 0.178
H 5.563 -2.963 -1.681
H 7.966 -3.594 -0.428
H 4.715 -5.412 1.626
H 7.030 -5.303 2.779
H 8.342 -4.449 2.008
H 8.050 -6.147 1.533
C 2.904 -3.191 4.028
C 2.077 -4.245 3.253
O 2.685 -5.288 2.911
O 0.901 -3.958 2.937
H 2.471 -3.034 5.020
H 2.858 -2.232 3.476
H 3.940 -3.507 4.180
C -5.035 -4.016 -0.525
C -4.237 -2.943 0.197
O -3.169 -3.312 0.834
O -4.628 -1.776 0.232
H -6.090 -3.889 -0.236
H -4.627 -5.010 -0.325
H -5.055 -3.879 -1.605
C -1.229 4.871 -2.756
C -2.397 5.735 -3.336
O -3.205 6.256 -2.469
O -2.513 5.831 -4.529
H -0.484 5.495 -2.255
H -0.750 4.312 -3.569
H -1.657 4.200 -1.992
C -5.431 -0.500 -3.501
C -6.222 -0.090 -4.791
O -7.121 0.740 -4.541
O -5.881 -0.518 -5.887
H -4.529 -1.097 -3.697
H -6.072 -1.079 -2.830
H -5.177 0.426 -2.968
C -4.112 1.963 5.669
F -3.819 3.193 6.147
F -3.772 1.024 6.594
F -5.414 1.978 5.409
S -3.127 1.718 4.038
O -3.625 0.475 3.504
O -3.442 2.899 3.267
O -1.707 1.535 4.446
*
```

(2)
A cluster of 2 separate species, C12H19N4 in total in a non-equilibrium geometry. Source: OMol25; level of theory: ωB97M-V/def2-TZVPD.

Computed properties:
- LUMO energy: -2.85 eV
- Kohn-Sham gap: 0.30840 Eh
- DFT total energy: -18706.8029 eV

The geometry in ORCA input format:
```
! wB97M-V def2-TZVPD RIJCOSX def2/J DEFGRID3
* xyz 1 1
C 2.859 0.590 0.623
C 3.642 0.752 -0.728
C 1.133 -0.939 1.287
N 2.255 -0.791 0.542
N 1.117 -0.599 2.558
N 0.249 -1.899 0.909
H 3.673 0.657 1.345
H 2.133 1.350 0.902
H 2.901 0.803 -1.531
H 4.444 0.028 -0.737
H 2.278 -1.248 -0.355
H 1.901 -0.114 2.995
H 0.316 -0.740 3.162
H -0.023 -2.020 -0.057
H -0.250 -2.542 1.499
H 4.067 1.741 -0.680
C -0.008 -0.151 -3.129
C -2.009 -0.088 -0.008
C -0.882 0.343 -0.753
C -0.969 -0.375 -2.010
C -2.100 -1.091 -2.019
C -1.632 1.648 1.602
C -2.228 0.435 1.310
C -0.554 2.134 0.827
C -0.190 1.472 -0.338
N -2.739 -0.968 -0.770
H -2.003 2.382 2.311
H -2.981 0.033 1.969
H -0.050 3.056 1.106
H 0.693 1.856 -0.855
H -3.639 -1.266 -0.438
H -2.572 -1.817 -2.655
H -0.465 -0.379 -4.103
H 0.974 -0.613 -3.101
H 0.179 0.939 -3.153
*
```

(3)
A structure of composition C8H9O6PV in a non-equilibrium geometry. Source: OMol25; level of theory: ωB97M-V/def2-TZVPD.

Computed properties:
- LUMO energy (spin up / spin down): -10.04 / -10.95 eV
- <S²>: 3.7710
- Kohn-Sham gap (spin up / spin down): 0.27303 / 0.23960 Eh
- DFT total energy: -55685.4120 eV

The geometry in ORCA input format:
```
! wB97M-V def2-TZVPD RIJCOSX def2/J DEFGRID3
* xyz 2 4
O -3.398 1.244 -0.163
C -2.296 0.840 -0.111
V -0.520 0.201 -0.058
O 0.568 1.525 2.632
C 0.193 1.034 1.664
C -0.401 -0.957 -1.683
O -0.333 -1.624 -2.638
C 0.501 1.607 -1.046
O 1.102 2.417 -1.628
C -0.708 -1.517 1.025
O -0.849 -2.490 1.634
C 4.938 -1.510 -0.796
P 3.366 -1.154 -0.002
C 2.943 -2.902 0.305
C 3.958 0.025 1.185
O 2.098 -0.542 -0.551
H 5.426 -0.707 -1.336
H 4.978 -2.407 -1.411
H 5.578 -1.727 0.050
H 3.843 -3.448 0.610
H 2.157 -2.997 1.050
H 2.617 -3.307 -0.646
H 3.631 1.032 0.884
H 3.554 -0.233 2.161
H 5.045 0.021 1.203
*
```

(4)
A cluster of 2 separate species, C4H8O2 in total in a non-equilibrium geometry. Source: OMol25; level of theory: ωB97M-V/def2-TZVPD.

Computed properties:
- LUMO energy: 0.82 eV
- SMILES: CC=O.CC=O
- Kohn-Sham gap: 0.39138 Eh
- DFT total energy: -8371.0251 eV

The geometry in ORCA input format:
```
! wB97M-V def2-TZVPD RIJCOSX def2/J DEFGRID3
* xyz 0 1
C 0.703 3.166 0.063
C 0.164 2.628 1.320
O -0.533 1.666 1.369
H 0.875 4.231 0.040
H 0.122 2.721 -0.756
H 1.627 2.486 0.110
H 0.526 3.059 2.333
C -0.781 -2.265 -0.708
C -0.093 -3.623 -0.519
O -0.776 -4.646 -0.369
H -0.061 -1.515 -1.165
H -1.125 -2.004 0.259
H -1.682 -2.179 -1.383
H 1.035 -3.725 -0.593
*
```

(5)
A structure of composition C14H18B2F4N4OReS in a non-equilibrium geometry. Source: OMol25; level of theory: ωB97M-V/def2-TZVPD.

Computed properties:
- LUMO energy (spin up / spin down): -9.34 / -8.91 eV
- <S²>: 0.7578
- Kohn-Sham gap (spin up / spin down): 0.19708 / 0.21258 Eh
- DFT total energy: -47994.1475 eV

The geometry in ORCA input format:
```
! wB97M-V def2-TZVPD RIJCOSX def2/J DEFGRID3
* xyz 2 2
Re -0.024 -0.094 -0.484
B 3.471 0.234 -0.144
N 2.548 1.440 -0.161
C 2.991 2.701 -0.262
C 1.903 3.564 -0.270
C 0.798 2.734 -0.173
N 1.207 1.458 -0.099
N 2.785 -1.115 -0.146
C 3.458 -2.275 -0.182
C 2.550 -3.325 -0.136
C 1.308 -2.712 -0.075
N 1.471 -1.379 -0.089
H 4.174 0.298 0.821
H 4.217 0.295 -1.070
H 4.034 2.937 -0.339
H 1.912 4.633 -0.350
H -0.244 2.993 -0.164
H 4.528 -2.299 -0.240
H 2.756 -4.376 -0.162
H 0.332 -3.155 -0.004
F -2.464 -0.004 -3.672
B -2.052 -0.134 -2.476
F 0.455 0.113 -2.295
F -1.707 -1.275 -1.901
F -1.977 0.889 -1.618
C -1.568 6.036 2.058
C -1.733 4.561 2.027
C -2.858 3.992 1.428
C -3.045 2.623 1.414
C -2.091 1.804 2.005
C -0.955 2.341 2.600
C -0.786 3.712 2.615
S -2.307 0.022 1.888
C -2.123 -0.434 3.629
O -0.936 -0.406 1.287
H -2.253 6.533 1.376
H -0.543 6.326 1.836
H -1.782 6.402 3.063
H -3.595 4.628 0.964
H -3.931 2.201 0.963
H -0.210 1.695 3.041
H 0.088 4.133 3.087
H -1.256 0.053 4.060
H -2.030 -1.513 3.710
H -3.025 -0.111 4.139
*
```

(6)
A structure of composition C35H43IrN3O2S2 in a non-equilibrium geometry. Source: OMol25; level of theory: ωB97M-V/def2-TZVPD.

Computed properties:
- LUMO energy (spin up / spin down): -1.14 / -1.74 eV
- <S²>: 0.7766
- Kohn-Sham gap (spin up / spin down): 0.23024 / 0.22496 Eh
- DFT total energy: -70068.7390 eV

The geometry in ORCA input format:
```
! wB97M-V def2-TZVPD RIJCOSX def2/J DEFGRID3
* xyz 0 2
Ir 0.021 -0.202 -0.435
C -0.029 -0.344 2.715
C 1.302 -1.008 3.055
C 2.487 -0.044 2.939
C 1.546 -2.328 2.331
C 1.686 -3.447 3.142
C 1.985 -4.688 2.609
C 2.092 -4.818 1.241
C 1.911 -3.742 0.368
C 1.964 -4.171 -1.107
C 2.153 -3.133 -2.213
C 0.722 -5.021 -1.424
C 1.675 -2.475 0.935
N 1.660 -1.285 0.128
C 2.868 -0.828 -0.317
O 3.962 -1.329 -0.138
C 2.736 0.502 -1.022
C 3.706 1.123 -1.780
C 3.394 2.343 -2.376
C 2.139 2.911 -2.196
C 1.229 2.238 -1.407
N 1.556 1.091 -0.834
C -0.153 2.716 -1.011
O -0.556 3.795 -1.408
N -0.728 1.856 -0.127
C -1.646 2.457 0.832
C -1.155 3.403 1.780
C -2.035 3.906 2.741
C -3.357 3.532 2.820
C -3.830 2.633 1.892
C -3.012 2.104 0.899
C -3.712 1.131 -0.020
C -3.445 1.311 -1.514
C -3.400 -0.268 0.500
C 0.233 4.046 1.938
C 0.287 5.408 1.227
C 1.475 3.210 1.617
H -0.141 0.625 3.206
H -0.879 -0.973 2.981
H -0.128 -0.130 1.639
H 1.228 -1.278 4.112
H 2.601 0.344 1.930
H 3.416 -0.550 3.207
H 2.351 0.806 3.611
H 1.592 -3.330 4.216
H 2.140 -5.542 3.256
H 2.329 -5.787 0.817
H 2.824 -4.845 -1.166
H 1.324 -2.430 -2.269
H 2.200 -3.661 -3.168
H 3.084 -2.582 -2.098
H -0.184 -4.422 -1.354
H 0.619 -5.858 -0.733
H 0.788 -5.420 -2.440
H 4.665 0.638 -1.901
H 4.130 2.846 -2.989
H 1.845 3.849 -2.648
H -1.645 4.620 3.458
H -4.005 3.937 3.586
H -4.869 2.324 1.920
H -4.783 1.303 0.111
H -2.418 1.085 -1.784
H -3.646 2.339 -1.820
H -4.102 0.647 -2.084
H -2.312 -0.376 0.496
H -3.835 -1.047 -0.130
H -3.752 -0.403 1.525
H 0.289 4.265 3.005
H 0.149 5.296 0.155
H 1.255 5.884 1.409
H -0.495 6.071 1.602
H 1.266 2.144 1.612
H 2.247 3.395 2.368
H 1.905 3.484 0.656
C -1.875 -0.689 -4.638
C -1.392 -0.918 -3.235
S -0.146 0.080 -2.656
C -1.859 -1.907 -2.423
C -2.880 -2.917 -2.872
S -1.199 -2.074 -0.873
H -1.376 0.167 -5.091
H -2.950 -0.497 -4.644
H -1.686 -1.566 -5.261
H -3.653 -2.438 -3.474
H -3.354 -3.399 -2.019
H -2.417 -3.694 -3.486
*
```

Which of these has the highest DFT total energy?
C4H8O2